Entry 1:
Entry from the OMol25 dataset: a structure of composition C20H21ClF4KN5O3S at a distorted geometry (the ωB97M-V functional and the def2-TZVPD basis).

Lowest unoccupied orbital energy, eV: 3.9
Total energy, eV: -85226.05864
Energy relative to the best compared isomer or geometry (same formula, charge and spin), eV: 0.776
M, g/mol: 562.03
HOMO-LUMO gap, eV: 5.863

The geometry in ORCA input format:
```
! wB97M-V def2-TZVPD RIJCOSX def2/J DEFGRID3
* xyz -2 1
K 0.071 0.309 -0.501
C 2.784 0.369 -2.964
N 2.265 -0.809 -2.254
C 3.156 -1.467 -1.360
C 1.372 -1.701 -2.931
C 0.188 -1.260 -3.807
N -0.677 -0.295 -3.116
C -1.956 -0.427 -3.448
C -2.993 -0.415 -2.445
F -2.643 -0.660 -1.155
C -4.293 -0.082 -2.705
F -5.238 0.194 -1.795
C -4.697 0.073 -4.050
C -3.735 -0.053 -5.098
F -4.108 0.073 -6.390
C -2.432 -0.214 -4.759
F -1.503 -0.294 -5.754
H 3.350 0.096 -3.847
H 3.365 0.914 -2.162
H 1.942 1.067 -3.193
H 3.725 -2.264 -1.905
H 2.543 -2.040 -0.638
H 3.801 -0.731 -0.817
H 1.017 -2.424 -2.216
H 2.067 -2.308 -3.560
H -0.269 -2.210 -4.135
H 0.677 -0.844 -4.686
H -5.742 0.365 -4.206
O -1.424 1.610 0.867
S -2.408 1.883 2.044
C -1.310 2.356 3.442
C -1.466 1.397 4.584
C -2.553 0.335 4.336
C -2.830 0.238 2.805
H -1.640 3.416 3.710
H -0.346 2.326 2.900
H -1.736 1.996 5.527
H -0.446 1.026 4.747
H -3.521 0.547 4.842
H -2.261 -0.679 4.732
H -3.876 -0.052 2.590
H -2.202 -0.567 2.395
Cl 2.984 -3.458 2.206
C 2.047 -2.188 3.146
C 0.761 -1.754 2.430
O -0.251 -2.011 3.122
O 0.923 -1.141 1.347
H 2.638 -1.285 3.199
H 1.856 -2.575 4.199
N 3.135 1.694 -0.044
C 3.272 1.947 1.099
C 3.520 2.202 2.428
C 4.758 1.808 2.915
N 5.769 1.399 3.356
C 2.675 2.981 3.195
N 1.895 3.585 3.778
*
```


Entry 2:
Entry from the OMol25 dataset: the molecule C20H21ClFN3O3S at a distorted geometry (the ωB97M-V functional and the def2-TZVPD basis).

Lowest unoccupied orbital energy, eV: 0.3
Total energy, eV: -57767.95529
Energy relative to the best compared isomer or geometry (same formula, charge and spin), eV: 0.011
M, g/mol: 437.92
SMILES: CN(C)CCCNc1oc(-c2ccccc2Cl)nc1S(=O)(=O)c1ccc(F)cc1
HOMO-LUMO gap, eV: 8.241

The geometry in ORCA input format:
```
! wB97M-V def2-TZVPD RIJCOSX def2/J DEFGRID3
* xyz 0 1
C -2.787 0.863 -1.128
N -3.112 0.841 0.284
C -4.514 0.533 0.482
H -4.770 0.649 1.532
H -5.114 1.236 -0.094
H -4.772 -0.490 0.163
C -2.236 -0.067 1.004
C -2.335 0.108 2.520
H -3.266 -0.320 2.891
H -2.331 1.176 2.746
C -1.173 -0.568 3.255
N 0.097 0.075 2.992
C 0.842 -0.259 1.922
C 1.765 0.495 1.225
N 2.300 -0.277 0.243
C 1.756 -1.448 0.364
C 1.981 -2.627 -0.433
C 2.752 -2.604 -1.602
C 2.949 -3.762 -2.337
C 2.381 -4.954 -1.924
C 1.608 -4.992 -0.773
C 1.412 -3.842 -0.037
H 0.817 -3.862 0.863
H 1.162 -5.920 -0.449
H 2.542 -5.851 -2.501
H 3.548 -3.718 -3.232
Cl 3.455 -1.141 -2.159
O 0.843 -1.500 1.397
S 1.961 2.241 1.359
O 0.934 2.657 2.291
O 3.314 2.618 1.642
C 1.514 2.756 -0.295
C 2.446 2.593 -1.303
C 2.093 2.889 -2.607
C 0.806 3.340 -2.856
C -0.134 3.504 -1.852
C 0.230 3.197 -0.551
H -0.464 3.302 0.267
H -1.123 3.858 -2.093
F 0.454 3.628 -4.123
H 2.789 2.772 -3.422
H 3.432 2.237 -1.050
H 0.136 1.080 3.161
H -1.091 -1.616 2.957
H -1.347 -0.522 4.333
H -1.217 0.174 0.688
H -2.431 -1.123 0.738
H -1.743 1.147 -1.257
H -2.948 -0.111 -1.618
H -3.412 1.605 -1.623
*
```


Entry 3:
Entry from the OMol25 dataset: the molecule C20H21ClN2O3 (the ωB97M-V functional and the def2-TZVPD basis).

Lowest unoccupied orbital energy, eV: 0.7
Total energy, eV: -42727.16566
Energy relative to the best compared isomer or geometry (same formula, charge and spin), eV: 0.466
M, g/mol: 372.85
SMILES: CCOc1ccccc1C(=O)N(CN1CCCC1=O)c1cccc(Cl)c1
HOMO-LUMO gap, eV: 9.298

The geometry in ORCA input format:
```
! wB97M-V def2-TZVPD RIJCOSX def2/J DEFGRID3
* xyz 0 1
C 3.754 -1.432 -1.064
C 2.730 -1.505 -2.193
O 1.409 -1.220 -1.772
C 0.661 -2.187 -1.183
C 1.107 -3.469 -0.875
C 0.247 -4.399 -0.317
C -1.076 -4.083 -0.071
C -1.533 -2.816 -0.384
C -0.678 -1.858 -0.910
C -1.255 -0.531 -1.267
O -2.268 -0.434 -1.933
N -0.582 0.574 -0.822
C 0.407 0.533 0.181
C 0.199 -0.199 1.346
C 1.164 -0.216 2.337
C 2.335 0.506 2.194
C 2.526 1.245 1.037
C 1.580 1.264 0.029
H 1.760 1.833 -0.867
Cl 3.986 2.147 0.836
H 3.087 0.504 2.967
H 0.996 -0.788 3.236
H -0.719 -0.751 1.477
C -1.087 1.882 -1.204
N -1.872 2.468 -0.156
C -1.357 3.326 0.759
O -0.245 3.799 0.722
C -2.430 3.570 1.808
H -2.148 3.014 2.704
C -3.706 3.019 1.173
H -4.224 3.811 0.632
C -3.187 1.971 0.185
H -3.113 0.980 0.652
H -3.800 1.878 -0.713
H -4.391 2.592 1.902
H -2.488 4.625 2.069
H -0.256 2.562 -1.404
H -1.707 1.742 -2.095
H -2.567 -2.548 -0.221
H -1.746 -4.815 0.351
H 0.621 -5.385 -0.083
H 2.126 -3.759 -1.071
H 2.767 -2.481 -2.692
H 2.948 -0.733 -2.936
H 4.734 -1.705 -1.447
H 3.491 -2.105 -0.251
H 3.801 -0.424 -0.666
*
```


Entry 4:
Entry from the OMol25 dataset: a structure of composition C20H21ClN2OPSZr at a distorted geometry (the ωB97M-V functional and the def2-TZVPD basis).

Lowest unoccupied orbital energy (spin up / spin down), eV: -13.5 / -13.5
Total energy, eV: -60006.52998
M, g/mol: 495.12
HOMO-LUMO gap (spin up / spin down), eV: 3.726 / 3.726

The geometry in ORCA input format:
```
! wB97M-V def2-TZVPD RIJCOSX def2/J DEFGRID3
* xyz 3 1
Zr 0.034 2.080 1.021
Cl 1.952 2.993 -0.034
C -1.083 2.033 -0.868
O -1.656 2.043 -1.885
P 0.147 -0.337 -0.083
C -1.189 -1.586 0.119
C 0.449 -0.435 -1.896
C 1.628 -1.199 0.553
C 1.737 -0.217 -2.409
C 1.937 -0.143 -3.789
C 0.850 -0.235 -4.666
C -0.440 -0.405 -4.150
C -0.640 -0.498 -2.775
H 2.583 -0.092 -1.730
H 2.944 0.002 -4.179
H 1.001 -0.141 -5.740
H -1.299 -0.441 -4.818
H -1.652 -0.617 -2.384
C -2.512 -1.175 0.353
C -3.530 -2.124 0.486
C -3.242 -3.490 0.396
C -1.926 -3.903 0.164
C -0.908 -2.958 0.039
H -2.746 -0.115 0.454
H -4.554 -1.799 0.665
H -4.035 -4.230 0.515
H -1.688 -4.966 0.091
H 0.109 -3.306 -0.113
C 2.208 -2.255 -0.167
C 3.344 -2.906 0.321
C 3.951 -2.451 1.495
C 3.388 -1.385 2.205
C 2.206 -0.784 1.764
H 1.782 -2.584 -1.117
H 3.752 -3.756 -0.228
H 4.868 -2.923 1.849
H 3.873 -1.020 3.111
H 1.741 0.011 2.358
H -1.520 1.134 1.523
H -0.948 0.911 2.171
N -2.062 5.134 3.576
C -1.402 5.081 2.415
N -0.477 6.014 2.157
S -1.819 3.837 1.260
H -1.953 5.894 4.237
H -2.787 4.444 3.753
H -0.033 6.025 1.246
H -0.382 6.841 2.735
*
```


Entry 5:
Entry from the OMol25 dataset: the ion C20H21F9IN2O3 with charge +1 at a distorted geometry (the ωB97M-V functional and the def2-TZVPD basis).

Lowest unoccupied orbital energy, eV: -4.4
Total energy, eV: -62745.18390
M, g/mol: 635.29
SMILES: Cc1ccc(C[C@@]2(C(F)(F)C(F)(F)C(F)(F)F)OC[C@@H](C[C@H](C)I)[NH2+][C@@H]2N(C(=O)F)C(=O)F)cc1
HOMO-LUMO gap, eV: 6.744

The geometry in ORCA input format:
```
! wB97M-V def2-TZVPD RIJCOSX def2/J DEFGRID3
* xyz 1 1
C 6.426 -0.794 1.847
C 4.898 -1.110 1.398
C 4.386 -0.881 -0.072
C 2.924 -1.242 -0.476
C 1.860 -1.840 0.536
C 0.371 -2.230 0.008
C -0.587 -0.900 -0.152
C -1.937 -1.143 0.702
F -2.966 -0.225 0.229
F -2.486 -2.458 0.543
C -1.802 -0.897 2.280
F -1.856 0.497 2.652
F -0.637 -1.520 2.863
C -3.047 -1.577 3.100
F -3.085 -0.906 4.375
F -4.303 -1.347 2.501
F -2.802 -2.946 3.411
O 0.170 0.115 0.609
C 0.598 1.205 -0.235
C -0.752 1.876 -0.786
C -0.611 3.418 -1.208
C -1.933 4.298 -0.991
C -2.457 4.386 0.529
I -3.585 3.749 -2.346
N -1.269 0.968 -1.878
C -0.900 -0.500 -1.671
N -1.979 -1.267 -2.353
C -1.703 -2.712 -2.501
O -0.693 -3.074 -3.168
F -2.521 -3.763 -2.012
C -2.153 -0.821 -3.778
O -1.183 -0.475 -4.506
F -3.431 -0.799 -4.415
C 2.358 -2.051 1.991
C 3.838 -1.691 2.411
H 6.663 0.322 1.859
H 7.114 -1.311 1.071
H 6.658 -1.323 2.848
H 5.142 -0.447 -0.831
H 2.651 -1.061 -1.587
H 0.549 -2.776 -0.979
H -0.044 -2.956 0.808
H 1.088 1.989 0.464
H 1.356 0.934 -1.047
H -1.517 1.830 0.071
H 0.252 3.891 -0.593
H -0.338 3.458 -2.319
H -1.654 5.381 -1.298
H -2.152 5.390 1.004
H -3.617 4.385 0.501
H -2.140 3.519 1.203
H -2.312 1.100 -1.859
H -0.853 1.349 -2.761
H 0.082 -0.646 -2.276
H 1.694 -2.499 2.801
H 4.228 -1.872 3.483
*
```


Entry 6:
Entry from the OMol25 dataset: the molecule C20H21FN6O at a distorted geometry (the ωB97M-V functional and the def2-TZVPD basis).

Lowest unoccupied orbital energy, eV: -0.4
Total energy, eV: -34782.92296
Energy relative to the best compared isomer or geometry (same formula, charge and spin), eV: 0.000
M, g/mol: 380.43
SMILES: CN(C)C(=O)C1CN(Cc2cc(F)cc(-c3ccc4ncnc(N)c4n3)c2)C1
HOMO-LUMO gap, eV: 8.148

The geometry in ORCA input format:
```
! wB97M-V def2-TZVPD RIJCOSX def2/J DEFGRID3
* xyz 0 1
O 4.442 -2.040 3.111
F -3.184 -4.269 -1.055
N -5.514 4.200 -1.578
N -3.849 1.132 -1.542
N -3.370 4.581 -2.631
C 4.365 -1.340 2.112
C -4.536 4.989 -2.106
C -2.535 0.693 -1.643
C -2.998 -1.797 -1.331
C -1.552 -3.078 0.229
C -1.302 -0.700 -0.065
C -1.518 1.488 -2.281
C -2.602 -3.075 -0.694
C -2.239 -0.597 -1.138
C -0.964 -1.904 0.580
C -5.299 2.911 -1.523
C -1.803 2.817 -2.616
C -4.095 2.365 -1.884
C -3.092 3.291 -2.437
N -6.343 2.234 -0.910
N 5.271 -0.265 1.938
N 1.356 -2.133 0.760
C 5.378 0.373 0.646
C 5.750 0.489 2.986
C 0.063 -1.998 1.557
C 2.447 -1.068 0.556
C 2.362 -2.994 1.446
C 3.456 -2.044 1.047
H -4.807 5.935 -2.503
H -3.896 -1.913 -1.991
H -1.429 -4.029 0.618
H -0.707 0.154 0.288
H -0.522 1.101 -2.408
H -0.947 3.296 -3.101
H -6.147 1.239 -0.973
H -7.287 2.575 -1.163
H 5.198 -0.337 -0.150
H 4.671 1.200 0.507
H 6.393 0.801 0.419
H 5.398 1.520 2.934
H 6.802 0.404 2.955
H 5.270 0.141 3.914
H 0.133 -1.171 2.270
H 0.030 -2.851 2.277
H 2.152 -0.231 1.136
H 2.520 -0.602 -0.484
H 2.523 -3.986 1.048
H 2.375 -3.025 2.526
H 4.179 -2.481 0.347
*
```